Arrangement w

14
Properties=species:S:1:pos:R:3:nbo_charge:R:1 method="wB97M-V/def2-TZVPD" total_charge=+1 orbital_gap_ev=8.83
C -0.614 -0.330 0.087 0.003
C -1.790 0.174 0.111 0.441
C 1.021 -1.569 -0.049 0.153
C 1.115 -0.197 0.449 -0.096
C 1.775 0.855 -0.268 -0.654
N -0.239 -1.649 -0.326 -0.330
N -3.065 0.518 -0.085 -0.663
H 1.875 -2.195 -0.003 0.237
H 1.026 0.051 1.530 0.263
H 1.648 0.914 -1.303 0.240
H 2.825 0.942 0.080 0.263
H 1.338 1.703 0.135 0.238
H -3.312 0.598 -1.051 0.455
H -3.603 0.185 0.694 0.451



Arrangement x

14
Properties=species:S:1:pos:R:3:nbo_charge:R:1 method="wB97M-V/def2-TZVPD" total_charge=+1 orbital_gap_ev=8.48
C -0.728 1.187 0.484 -0.368
C 0.105 1.848 -0.594 0.263
C -0.448 1.205 1.770 0.646
C -1.629 0.517 -0.469 -0.352
C -0.206 0.462 -0.870 -0.177
N -0.505 1.329 2.911 -0.417
N 1.765 -1.735 -1.278 -1.047
H -1.999 -0.433 -0.241 0.249
H -2.314 1.238 -1.111 0.272
H 0.485 -0.432 -1.004 0.335
H -0.260 1.124 3.844 0.479
H 2.214 -2.155 -1.977 0.377
H 1.102 -2.479 -0.997 0.364
H 2.417 -1.678 -0.468 0.376



Bottom line: arrangement w, by a margin of 2.106 eV.



Arrangement w

21
Properties=species:S:1:pos:R:3:nbo_charge:R:1 method="wB97M-V/def2-TZVPD" total_charge=+1 orbital_gap_ev=10.97
C -2.417 -0.420 1.660 -0.598
C -2.826 0.385 0.338 -0.595
H -2.090 0.405 2.286 0.201
H -3.036 -1.222 1.974 0.232
H -1.492 -0.921 1.318 0.174
H -2.668 -0.441 -0.343 0.199
H -2.053 1.145 0.178 0.159
H -3.851 0.716 0.408 0.231
C 0.460 -0.764 -2.010 -0.459
C 1.379 0.294 -0.093 0.698
N 0.844 0.434 -1.325 -0.576
N 2.254 -0.645 0.266 -0.734
N 0.816 0.875 1.050 -0.758
H 0.251 1.230 -1.576 0.439
H 2.837 -1.023 -0.447 0.424
H 2.569 -0.693 1.237 0.436
H -0.001 1.451 0.949 0.418
H 1.482 1.156 1.724 0.408
H -0.624 -1.012 -1.943 0.229
H 0.968 -1.705 -1.698 0.232
H 0.614 -0.764 -3.139 0.240



Arrangement x

21
Properties=species:S:1:pos:R:3:nbo_charge:R:1 method="wB97M-V/def2-TZVPD" total_charge=+1 orbital_gap_ev=11.02
C 1.412 -0.608 1.045 -0.442
C 0.708 -0.582 -1.299 0.673
N 1.142 -1.226 -0.236 -0.511
N 1.212 0.556 -1.767 -0.767
N -0.069 -1.309 -2.164 -0.802
H 0.998 -2.220 -0.338 0.437
H 2.090 0.973 -1.461 0.429
H 0.586 1.270 -2.116 0.429
H 0.138 -1.141 -3.138 0.417
H -1.025 -1.562 -1.970 0.430
H 0.572 -0.761 1.710 0.232
H 1.584 0.463 1.060 0.234
H 2.216 -1.123 1.548 0.237
C -2.129 2.096 1.860 -0.616
C -1.928 0.590 1.998 -0.612
H -1.732 2.555 2.764 0.218
H -1.571 2.482 1.012 0.195
H -3.172 2.386 1.804 0.225
H -1.747 0.037 1.069 0.171
H -2.725 0.008 2.455 0.226
H -1.102 0.336 2.671 0.195



Arrangement y

21
Properties=species:S:1:pos:R:3:nbo_charge:R:1 method="wB97M-V/def2-TZVPD" total_charge=+1 orbital_gap_ev=11.35
C -2.674 0.356 -0.190 -0.579
C -2.728 -0.574 -1.483 -0.591
H -1.729 0.875 -0.114 0.126
H -3.408 1.067 -0.471 0.231
H -2.829 -0.218 0.743 0.223
H -2.586 -0.121 -2.316 0.191
H -3.783 -0.986 -1.470 0.228
H -2.140 -1.537 -1.245 0.193
C 1.390 1.459 1.866 -0.407
C 1.175 -0.242 -0.024 0.687
N 0.659 0.731 0.831 -0.599
N 2.075 -1.184 0.338 -0.753
N 0.685 -0.460 -1.262 -0.762
H -0.401 0.938 0.639 0.442
H 1.999 -1.354 1.307 0.404
H 2.415 -1.935 -0.136 0.421
H 0.232 0.225 -1.784 0.417
H 0.784 -1.397 -1.874 0.447
H 2.338 0.931 2.030 0.224
H 0.687 1.428 2.780 0.230
H 1.505 2.471 1.544 0.226



Bottom line: arrangement x, by a margin of 0.643 eV.



Arrangement w

21
Properties=species:S:1:pos:R:3:nbo_charge:R:1 method="wB97M-V/def2-TZVPD" total_charge=+1 orbital_gap_ev=7.65
C 1.192 0.228 1.840 -0.696
C 1.806 -0.834 -0.347 -0.688
C -1.812 1.245 0.001 -0.450
C 0.871 -0.864 0.816 0.544
N -0.033 -1.787 0.999 -0.659
N -1.100 0.140 -0.754 -0.635
N -1.101 0.647 -2.095 -0.572
H 1.333 1.294 1.411 0.276
H 2.240 -0.116 2.114 0.264
H 0.472 0.341 2.600 0.246
H 1.673 -1.553 -1.158 0.245
H 1.795 0.235 -0.771 0.270
H 2.731 -1.025 0.198 0.250
H -1.423 1.132 1.027 0.186
H -1.395 2.142 -0.425 0.153
H -2.914 1.239 -0.040 0.188
H -0.643 -1.894 1.825 0.438
H -0.164 -2.588 0.258 0.442
H -0.648 1.620 -2.285 0.388
H -0.798 -0.167 -2.675 0.424
H -2.083 0.564 -2.540 0.385



Arrangement x

21
Properties=species:S:1:pos:R:3:nbo_charge:R:1 method="wB97M-V/def2-TZVPD" total_charge=+1 orbital_gap_ev=10.84
N -3.698 -0.495 0.191 -0.782
C -2.894 -0.745 1.248 0.346
N -1.624 -0.549 1.242 -0.807
H -3.226 -0.206 -0.647 0.384
H -4.615 -0.107 0.302 0.416
H -3.392 -1.255 2.072 0.186
H -1.259 -0.831 2.148 0.374
C 1.678 -1.084 -0.067 -0.634
C 1.646 0.432 -0.140 -0.039
C 2.450 1.011 -1.294 -0.629
N 0.210 0.912 -0.206 -0.725
H 0.963 -1.501 0.637 0.229
H 1.462 -1.522 -1.042 0.222
H 2.679 -1.388 0.230 0.247
H 2.059 0.864 0.773 0.213
H 2.152 0.540 -2.234 0.218
H 3.496 0.765 -1.123 0.250
H 2.332 2.090 -1.388 0.224
H -0.460 0.332 0.450 0.469
H 0.167 1.909 0.013 0.424
H -0.124 0.829 -1.163 0.414



Bottom line: arrangement x, by a margin of 4.398 eV.



Arrangement w

21
Properties=species:S:1:pos:R:3:nbo_charge:R:1 method="wB97M-V/def2-TZVPD" total_charge=+1 orbital_gap_ev=11.39
C -1.686 -1.254 -0.431 -0.447
C 0.720 -0.953 -0.550 0.687
N -0.381 -1.058 0.230 -0.556
N 0.640 -0.708 -1.861 -0.756
N 1.914 -0.895 0.030 -0.748
H -0.227 -1.671 1.019 0.418
H -0.258 -0.820 -2.305 0.428
H 1.448 -0.968 -2.412 0.427
H 2.099 -1.087 0.999 0.433
H 2.715 -0.636 -0.522 0.424
H -1.628 -2.052 -1.172 0.208
H -2.014 -0.296 -0.843 0.229
H -2.428 -1.479 0.328 0.254
C -0.881 2.235 1.878 -0.615
C -0.090 2.225 0.572 -0.600
H -0.661 1.391 2.502 0.198
H -0.672 3.158 2.422 0.221
H -1.942 2.385 1.655 0.212
H 0.989 2.260 0.704 0.199
H -0.307 1.301 0.039 0.164
H -0.335 3.085 -0.051 0.220



Arrangement x

21
Properties=species:S:1:pos:R:3:nbo_charge:R:1 method="wB97M-V/def2-TZVPD" total_charge=+1 orbital_gap_ev=11.22
N 0.103 -1.077 0.747 -0.752
C -0.743 -0.213 -0.177 -0.052
C -0.563 1.299 0.089 -0.433
C 0.154 1.651 1.452 -0.250
N 1.570 1.272 1.241 -0.857
C -0.288 -0.630 -1.611 -0.243
N -0.412 -2.100 -1.670 -0.876
H -0.387 -1.334 1.594 0.438
H 1.038 -0.687 0.995 0.465
H 0.294 -1.894 0.035 0.468
H -1.774 -0.516 -0.098 0.223
H 0.208 1.651 -0.644 0.197
H -1.412 1.761 -0.410 0.259
H -0.136 2.685 1.637 0.224
H -0.368 1.262 2.317 0.202
H 1.696 1.320 0.238 0.356
H 2.225 1.967 1.587 0.400
H 0.783 -0.433 -1.831 0.212
H -0.923 -0.169 -2.359 0.224
H 0.220 -2.598 -2.278 0.402
H -1.358 -2.459 -1.817 0.393



Bottom line: arrangement w, by a margin of 1.128 eV.



Arrangement w

19
Properties=species:S:1:pos:R:3:nbo_charge:R:1 method="wB97M-V/def2-TZVPD" orbital_gap_ev=9.54
C -1.398 -2.197 0.418 -0.058
O -0.780 -2.285 1.693 -0.711
C -0.715 -1.281 -0.579 -0.420
C -0.507 0.185 -0.166 -0.427
C 0.303 0.909 -1.210 -0.519
S 2.057 1.055 -0.747 0.193
C 1.893 2.240 0.584 -0.763
H -2.398 -1.760 0.588 0.146
H -1.544 -3.194 0.003 0.187
H -0.550 -1.379 1.944 0.460
H 0.298 -1.631 -0.818 0.203
H -1.252 -1.363 -1.530 0.207
H 0.004 0.218 0.795 0.194
H -1.487 0.652 -0.009 0.206
H 0.029 1.926 -1.450 0.221
H 0.403 0.372 -2.156 0.227
H 2.878 2.543 0.925 0.235
H 1.416 3.169 0.276 0.211
H 1.350 1.821 1.436 0.207



Arrangement x

19
Properties=species:S:1:pos:R:3:nbo_charge:R:1 method="wB97M-V/def2-TZVPD" orbital_gap_ev=9.57
C -2.323 0.139 -0.993 -0.881
C 2.096 0.846 -0.722 -0.647
C 2.767 -1.239 0.391 -0.396
C -2.167 0.486 1.678 -0.807
C 2.269 -0.587 -0.704 -0.185
O -0.841 -1.473 0.515 -0.974
S -1.071 -0.063 0.317 1.285
H -2.746 -0.832 -1.244 0.251
H -3.241 0.754 -0.940 0.237
H 2.646 1.279 -1.646 0.213
H 1.022 1.054 -0.918 0.209
H 2.385 1.381 0.240 0.217
H 2.982 -0.802 1.396 0.190
H -1.755 0.584 -1.855 0.228
H 2.959 -2.385 0.392 0.196
H -1.877 0.025 2.530 0.227
H -1.922 1.641 1.685 0.220
H -3.246 0.306 1.407 0.226
H 2.063 -1.114 -1.530 0.192



Bottom line: arrangement w, by a margin of 2.531 eV.



Arrangement w

19
Properties=species:S:1:pos:R:3:nbo_charge:R:1 method="wB97M-V/def2-TZVPD" orbital_gap_ev=9.68
C 1.999 0.437 -1.072 -0.084
O 1.915 -1.004 -1.364 -0.729
C 1.868 0.594 0.427 -0.429
C 0.441 0.270 0.941 -0.431
C -0.760 0.704 0.058 -0.543
S -1.526 -0.606 -0.964 0.169
C -2.756 -1.263 0.193 -0.749
H 2.951 0.667 -1.545 0.196
H 1.292 1.077 -1.602 0.165
H 0.987 -1.192 -1.166 0.465
H 1.966 1.680 0.661 0.199
H 2.610 0.157 1.079 0.225
H 0.348 -0.763 1.292 0.216
H 0.130 0.742 1.906 0.215
H -1.518 1.135 0.718 0.220
H -0.696 1.457 -0.712 0.233
H -3.397 -1.947 -0.367 0.233
H -3.441 -0.433 0.391 0.213
H -2.412 -1.712 1.126 0.217



Arrangement x

19
Properties=species:S:1:pos:R:3:nbo_charge:R:1 method="wB97M-V/def2-TZVPD" orbital_gap_ev=9.49
C 0.365 -2.714 0.570 -0.032
O 0.591 -3.392 -0.805 -0.795
C -0.539 -1.536 0.536 -0.480
C 0.078 -0.182 0.682 -0.384
C -0.831 1.107 0.315 -0.571
S 0.019 2.662 0.488 0.163
C 0.146 3.651 -1.198 -0.729
H 1.524 -2.714 0.950 0.175
H -0.042 -3.306 1.327 0.176
H 1.474 -3.802 -1.075 0.490
H -1.097 -1.637 -0.361 0.239
H -1.334 -1.706 1.299 0.208
H 1.022 -0.098 0.040 0.210
H 0.556 0.180 1.745 0.201
H -1.730 1.152 1.126 0.227
H -0.927 0.823 -0.701 0.233
H -0.768 4.222 -1.716 0.224
H 1.022 4.312 -1.155 0.230
H 0.473 2.979 -2.064 0.214



Bottom line: arrangement w, by a margin of 2.426 eV.